# 1
Formula: C17H18N3NiOSe
Source: the OMol25 dataset
Level of theory: ωB97M-V with the def2-TZVPD basis set

The geometry in XYZ format:
```
41
Properties=species:S:1:pos:R:3:forces:R:3:mulliken_charge:R:1
Ni 0.08890 -0.35950 0.13370 0.3065 -2.0411 -0.2010 0.108
C 0.76010 2.75080 0.68160 0.3054 0.1099 -0.4189 -0.562
C 1.59630 1.84860 0.05090 -0.1583 0.7919 0.0578 -0.400
C 1.84200 0.58420 0.60400 0.4602 -0.5603 -0.3052 -0.510
C 1.18140 0.22320 1.80090 0.0290 -0.4153 0.2754 -0.048
C 0.35800 1.16680 2.43760 -0.0594 0.5755 0.2125 -0.744
C 0.14340 2.40960 1.88420 -0.0560 -0.0653 0.4936 -0.310
H 0.58370 3.72210 0.23850 -0.0045 0.0576 -0.0472 0.376
H 2.10220 2.13980 -0.86430 -0.0471 -0.0513 -0.0196 0.319
H 2.67800 -0.00330 0.22350 -0.1303 0.0747 0.1202 0.447
H 1.50260 -0.64960 2.36430 -0.0678 0.0870 -0.1398 0.473
H -0.10700 0.90960 3.38010 -0.0845 -0.0448 0.0162 0.338
H -0.50410 3.12250 2.37790 -0.0587 -0.0179 0.0282 0.356
N 0.48830 -0.48020 -4.10710 0.1924 -0.2869 0.1573 -0.041
C 0.80890 -0.76820 -2.80500 -0.6581 0.7906 0.2889 -0.799
N 0.15670 -0.00880 -1.95060 0.6492 -0.8246 -0.1455 0.213
C -0.63560 0.81550 -2.70830 -0.2737 0.4029 -0.8072 0.346
C -1.50800 1.84060 -2.33460 0.0013 -0.1607 -0.1897 -0.246
C -2.18750 2.50410 -3.34160 0.0446 0.0641 0.4481 -0.998
C -2.01840 2.18210 -4.68360 0.3842 -0.4390 -0.5702 -0.320
C -1.13310 1.18410 -5.08310 -0.3304 0.3337 -0.0165 -1.109
C -0.44990 0.52010 -4.07730 -0.2305 0.3414 0.3284 0.614
H 0.82720 -0.95650 -4.92360 0.0077 -0.0003 0.0843 0.197
H 1.51800 -1.52810 -2.54240 0.0832 -0.1606 0.1381 0.522
H -1.65980 2.07710 -1.29660 0.0080 -0.0064 0.2317 0.526
H -2.87210 3.29800 -3.08120 -0.0813 0.0072 0.0737 0.379
H -2.58710 2.71240 -5.43720 0.0187 0.0220 0.0031 0.366
H -0.98960 0.93620 -6.12680 -0.0259 0.0156 -0.0393 0.372
Se -4.67880 0.25440 0.20900 -1.9244 0.0421 -0.2465 -0.379
C -2.94650 0.16090 0.36970 1.7746 0.1433 0.4058 0.248
N -1.79140 0.13570 0.50610 -0.2228 0.0128 -0.2746 -0.695
C 1.74440 -3.37450 1.09150 0.4076 0.3504 0.2825 -0.472
O 0.53070 -3.48800 0.40650 -1.3527 0.6024 -0.4758 -0.306
C -0.16620 -2.33350 0.07430 0.7458 0.3764 0.5394 0.338
C -1.50920 -2.81230 -0.42810 0.5269 -0.3812 -0.0690 -1.048
H 1.56610 -3.36880 2.17640 0.0593 0.0441 -0.2059 0.232
H 2.27060 -2.45660 0.80990 -0.0841 0.0064 0.0029 0.098
H 2.35350 -4.24710 0.83790 -0.0663 0.0682 0.0204 0.293
H -1.44810 -3.87510 -0.67770 -0.1761 -0.0996 -0.1075 0.417
H -1.84340 -2.23430 -1.29020 0.0005 0.1084 0.1007 0.223
H -2.25760 -2.68250 0.36000 0.0877 0.1268 -0.0294 0.186
```
Positions in Å, forces in eV/Å.

Maximum force: 2.1 eV/Å
Highest occupied orbital energy (spin up / spin down): -2.65 / -2.66 eV
Total charge: -1
Multiplicity: 1
Energy above the lowest of the compared OMol25 structures with the same formula, charge and spin: 61.8 kJ/mol


# 2
Formula: C22H38N8NaO2
Source: the OMol25 dataset
Level of theory: ωB97M-V with the def2-TZVPD basis set

The geometry in XYZ format:
```
71
Properties=species:S:1:pos:R:3:forces:R:3:mulliken_charge:R:1
Na -0.42542 -0.52546 -1.09361 0.6152 0.8555 1.2213 0.813
C 1.77864 -2.16515 0.68747 0.0274 -0.0669 0.0063 -0.569
N 3.00683 -1.50106 0.30237 0.0342 0.2004 -0.0962 0.277
C 4.21165 -2.27037 0.13067 0.0439 -0.0353 0.0344 -0.582
C 5.17060 -1.19259 -0.33726 0.0637 -0.0535 0.0036 -0.780
N 4.30585 -0.30163 -1.10362 -0.0943 0.0508 -0.0552 -0.013
C 4.84527 1.03831 -1.26875 0.1133 0.0376 0.0233 -1.126
C 2.98232 -0.47345 -0.62898 -0.2212 -0.1218 0.2782 -0.145
N 1.89563 0.11859 -0.92285 0.4125 -0.0738 -0.3764 0.144
C 1.80935 1.16200 -1.92046 0.0436 0.1268 -0.0674 -1.192
C 1.20929 2.43020 -1.31950 0.0204 -0.0275 -0.0841 -0.854
N -0.19955 2.23279 -1.04723 0.1346 0.2513 -0.1833 0.189
C -0.93967 3.24235 -0.82581 -0.1073 -0.1076 0.0344 -0.261
N -0.60676 4.62509 -0.78642 0.0089 -0.1386 -0.0377 0.067
C 0.49512 5.03337 0.07352 0.0060 0.0352 0.0149 -1.106
C -1.83768 5.35868 -0.49932 -0.0545 0.0120 -0.0030 -0.687
C -2.92837 4.39062 -0.92925 -0.0542 0.0223 0.0244 -0.576
N -2.30107 3.13121 -0.62661 0.1960 0.0331 0.0766 0.253
C -2.96587 1.87204 -0.86572 -0.1387 0.0608 0.0711 -0.818
H 1.97668 -2.75611 1.58296 0.0034 -0.0268 0.0005 0.322
H 1.40732 -2.81699 -0.10954 -0.0593 -0.0174 -0.0293 0.609
H 1.00679 -1.42892 0.92452 -0.0499 0.0116 -0.0742 -0.544
H 4.09499 -3.06138 -0.62673 -0.0197 0.0226 -0.0037 0.280
H 4.52045 -2.73488 1.06935 0.0090 0.0070 -0.0340 0.392
H 5.98425 -1.57104 -0.95872 -0.0022 -0.0038 0.0236 0.367
H 5.59923 -0.66916 0.52903 -0.0084 -0.0029 -0.0062 0.381
H 5.93232 0.97895 -1.18887 -0.0323 -0.0042 0.0213 0.425
H 4.48357 1.72291 -0.49315 -0.0146 0.0220 -0.0193 0.313
H 4.62131 1.46248 -2.24486 0.0179 -0.0106 0.0184 0.353
H 1.13708 0.83612 -2.72262 -0.0348 -0.0689 0.0201 0.340
H 2.75522 1.39948 -2.41234 -0.0707 0.0317 0.0317 0.205
H 1.36137 3.26139 -2.02569 0.0128 -0.0047 0.0172 0.710
H 1.77172 2.65418 -0.40555 0.0000 -0.0111 0.0229 0.402
H 0.38992 4.62560 1.08657 0.0120 0.0109 0.0082 0.353
H 0.49151 6.12324 0.13408 -0.0066 -0.0214 -0.0032 0.409
H 1.45595 4.72898 -0.32796 0.0022 -0.0094 -0.0055 0.322
H -1.85910 6.30780 -1.03844 -0.0136 -0.0078 0.0246 0.347
H -1.92475 5.55763 0.57744 0.0099 -0.0015 -0.0075 0.362
H -3.16067 4.49916 -2.00107 0.0122 -0.0299 0.0106 0.309
H -3.85222 4.51879 -0.36137 0.0172 0.0095 -0.0304 0.371
H -3.97098 1.92694 -0.44186 0.0012 0.0220 -0.0434 0.321
H -2.42516 1.08683 -0.34368 0.0177 -0.0352 -0.0065 0.012
H -3.02335 1.61820 -1.92589 0.0149 -0.0360 -0.0561 0.351
O -2.06445 -0.64862 -2.44818 -0.6804 -0.6469 -0.2272 -0.628
N -2.62682 -1.70059 -2.01621 0.3495 0.2282 -0.2668 -0.373
N -1.81160 -2.64449 -1.65296 -0.3346 0.0384 -0.1998 0.920
O -0.50938 -2.59121 -1.73609 -0.1458 -0.2661 -0.1474 -0.870
C -2.42313 -3.83342 -1.16479 0.1557 0.0347 -0.0315 0.276
C -3.80613 -3.94344 -1.02186 0.0811 -0.1970 0.0736 -0.267
C -4.33554 -5.13159 -0.54996 0.0739 0.0015 -0.0067 -0.483
C -3.50634 -6.19969 -0.21913 -0.0760 -0.0559 0.0173 -0.453
C -2.13396 -6.07001 -0.35893 0.0495 0.0576 -0.0195 -0.488
C -1.58046 -4.88741 -0.83161 -0.2804 -0.0045 0.0351 -0.437
H -4.44202 -3.10983 -1.26980 0.0131 0.0413 -0.0190 0.439
H -5.40864 -5.21815 -0.43420 -0.0124 -0.0356 0.0122 0.338
H -3.93221 -7.12452 0.15021 -0.0008 0.0047 0.0087 0.356
H -1.47793 -6.89053 -0.09487 -0.0243 -0.0249 0.0069 0.341
H -0.51801 -4.74480 -0.94688 0.0278 0.0016 -0.0102 0.372
C -1.35733 -1.12990 3.52855 -0.0514 0.0502 -0.0139 -1.646
C -0.27206 -0.22376 2.94565 0.0410 -0.1273 0.0830 1.424
C 0.03913 0.89584 3.95621 -0.0675 0.0724 -0.0537 -1.727
C -0.65281 0.25067 1.55621 -0.0998 -0.1370 -0.2091 -1.021
H -1.10092 -1.52027 4.51933 0.0326 -0.0141 0.0403 0.440
H -1.55805 -1.96396 2.85521 0.0242 -0.0296 -0.0157 0.303
H -2.29082 -0.56510 3.62693 -0.0219 0.0191 -0.0054 0.291
H 0.64761 -0.82996 2.88283 0.0016 0.0164 0.0435 0.004
H -0.84035 1.53772 4.07632 -0.0197 -0.0094 0.0093 0.288
H 0.85035 1.52818 3.58853 0.0208 -0.0121 -0.0276 0.334
H 0.32134 0.51249 4.94488 0.0372 -0.0402 0.0984 0.476
H 0.10718 0.95091 1.18082 0.0594 0.0663 0.0311 0.049
H -1.59623 0.81978 1.63952 -0.0202 0.0617 0.0289 -0.003
```
Positions in Å, forces in eV/Å.

Maximum force: 1.6 eV/Å
Highest occupied orbital energy: -1.92 eV
Total charge: -1
Multiplicity: 1


# 3
Formula: C25H40BrCoNOP2
Source: the OMol25 dataset
Level of theory: ωB97M-V with the def2-TZVPD basis set

The geometry in XYZ format:
```
71
Properties=species:S:1:pos:R:3:forces:R:3:mulliken_charge:R:1
C 1.23504 -5.03163 -5.71992 -0.2173 0.1202 0.0028 -0.390
C 0.69771 -3.75468 -5.45906 -0.1950 -0.0961 -0.5487 0.655
C 0.10507 -3.05765 -6.52430 -0.0125 -0.3149 -0.2229 -0.437
C 0.02805 -3.67572 -7.78112 0.2756 0.0216 0.9481 -0.337
N 0.50947 -4.89849 -7.99161 -0.0448 -0.0873 -0.5371 -0.548
C 1.10866 -5.56492 -7.00844 -0.0806 0.6203 0.5891 -0.328
C 0.73435 -3.15776 -4.14555 0.4554 0.0823 1.3686 0.117
C 0.85232 -2.73939 -3.00394 0.0013 -0.5518 -1.7816 -0.845
C 1.21273 -2.14776 -1.75687 0.1485 0.1539 -0.0947 0.725
C 0.99898 -2.82817 -0.54876 -0.0251 -0.0948 -0.0338 -0.778
C 1.29339 -2.19423 0.66479 -0.1892 0.1001 -0.6522 -0.746
C 1.76792 -0.89717 0.57244 0.6203 -0.4122 -0.3572 0.181
C 2.21123 -0.26029 -0.59000 -0.5311 -0.4529 -0.3874 -0.539
C 1.87065 -0.89535 -1.78967 -0.1130 -0.0245 0.0103 -0.315
Co 0.31739 0.41755 1.03948 0.6437 -0.9254 1.3354 -0.510
P -0.75540 -0.41216 2.73769 -0.5266 -0.5333 0.6360 1.458
H -0.31027 -2.06505 -6.38045 0.0605 -0.1389 0.0286 0.395
H 1.71971 -5.61020 -4.93764 -0.1086 0.1623 -0.0965 0.409
H -0.44317 -3.15329 -8.61578 0.1568 -0.2658 0.1505 0.359
H 1.50132 -6.55994 -7.23438 -0.1556 0.3445 0.0096 0.373
H 2.09050 -0.46390 -2.77322 0.0911 -0.1634 0.4716 0.577
H 0.59005 -3.84057 -0.59631 0.1315 0.3243 0.1394 0.538
H 2.84493 0.63051 -0.55486 -0.4088 -0.1261 -0.0141 0.635
H 1.18110 -2.66988 1.63724 -0.2172 0.0381 -0.3144 0.610
C -0.88252 0.50909 4.32271 0.4530 0.3925 -0.1672 -0.796
C -2.27384 0.98953 4.71803 -0.3517 -0.0271 0.1231 -1.175
H -0.17953 1.34946 4.25036 -0.1864 -0.1695 0.0527 0.524
H -0.46793 -0.16367 5.08777 -0.0299 0.0501 -0.2656 0.557
H -2.21857 1.54846 5.66038 0.0674 -0.1262 -0.2311 0.420
H -2.69779 1.66616 3.96792 -0.0088 -0.1017 0.1392 0.270
H -2.96427 0.15400 4.88292 0.1021 0.2596 -0.1304 0.274
C -1.94843 0.10755 1.45937 -0.2647 -0.2640 0.4602 0.183
C -2.73590 -1.01757 0.78358 -0.0954 0.0200 -0.4733 -1.420
H -1.33981 0.64059 0.63541 -0.8615 0.0634 -0.0679 -0.284
H -2.60814 0.85292 1.92324 0.2220 0.1621 -0.5197 0.364
H -3.22960 -0.59904 -0.10342 0.0075 -0.2478 0.2181 0.447
H -2.07819 -1.82845 0.44248 -0.1646 0.2172 0.1127 0.269
H -3.50862 -1.43688 1.44148 0.3040 0.1962 -0.1334 0.374
C -0.99566 -2.16223 3.21065 0.6256 -0.2907 -0.5065 -0.496
C -2.21518 -2.40658 4.09361 -0.3825 0.1756 0.1967 -1.370
H -0.04447 -2.43016 3.71474 -0.5575 0.0683 -0.1930 0.525
H -1.04929 -2.76888 2.29623 0.0126 0.2165 0.1557 0.427
H -2.38015 -3.48237 4.22032 0.1743 0.1950 -0.0948 0.407
H -2.08418 -1.98510 5.09520 -0.0412 -0.0574 -0.1817 0.339
H -3.13146 -1.99237 3.65458 0.1404 -0.0950 0.1547 0.304
Br 2.11290 0.84187 2.53605 0.4362 0.9906 0.6571 -0.355
P 0.40355 4.12591 -0.17704 0.7116 -2.8266 0.7778 0.236
C -0.99620 3.34840 0.71850 -0.5878 0.5253 -0.3816 0.644
C -1.99607 4.37331 1.26182 -0.3020 0.1999 0.3549 -1.481
H -0.56260 2.74331 1.54050 0.0185 0.2568 -0.3370 -0.421
H -1.49858 2.69114 -0.00902 0.1801 0.2434 0.1697 0.441
H -2.94733 3.88249 1.50499 0.2529 0.1837 -0.0144 0.382
H -1.61767 4.85926 2.16943 -0.0877 -0.1027 -0.1996 0.374
H -2.19939 5.16326 0.52787 -0.0588 -0.2588 0.1478 0.431
C 1.82964 3.90087 0.95176 0.1755 1.0590 0.3294 0.247
C 2.86969 5.01869 0.82144 0.2875 0.1813 -0.0755 -1.410
H 2.28553 2.92709 0.72218 -0.3327 0.0956 -0.1502 -0.194
H 1.44405 3.84228 1.98026 -0.0307 0.1051 -0.3198 0.442
H 3.57438 4.98358 1.66255 -0.1935 -0.0137 -0.2983 0.396
H 3.43597 4.90646 -0.11100 -0.0528 0.0954 0.2144 0.351
H 2.39166 6.00594 0.80823 0.2004 -0.1999 0.1233 0.388
C 0.73241 2.96573 -1.57385 0.2431 0.8653 -0.6534 0.247
C 0.07963 3.43507 -2.88244 -0.1796 -0.0894 -0.2428 -1.392
H 0.38031 1.95733 -1.29384 0.0472 0.3368 0.1835 -0.256
H 1.82551 2.92140 -1.69355 -0.2698 0.0691 0.1025 0.476
H 0.50843 2.88738 -3.73103 -0.1898 0.1545 0.2159 0.404
H -1.00351 3.26517 -2.87231 0.2039 0.0134 -0.0311 0.341
H 0.24003 4.50711 -3.04777 0.0729 -0.2719 -0.0434 0.403
O 1.88080 -2.22161 4.01540 0.4219 0.5816 -0.5884 -0.686
H 2.43936 -2.75580 3.42559 -0.0164 0.2092 0.4699 0.332
H 2.05931 -1.28996 3.74794 0.1256 -0.8206 0.2916 0.258
```
Positions in Å, forces in eV/Å.

Maximum force: 3.0 eV/Å
Highest occupied orbital energy (spin up / spin down): -13.17 / -13.17 eV
Total charge: +2
Multiplicity: 4
Energy above the lowest of the compared OMol25 structures with the same formula, charge and spin: 222.4 kJ/mol